140
Properties=species:S:1:pos:R:3:forces:R:3 method="wB97M-V/def2-TZVPD" smiles="CCCCCCCCCCCCCC[C@H](OC[Si](C)(C)C)[C@](S)(CCOCC(F)(F)F)O[C@H](F)Br.O=C1C=C(O)C(=O)C=C1O.O=C1C=C(O)C(=O)C=C1O.O=C1C=C(O)C(=O)C=C1O.O=C1C=C(O)C(=O)C=C1O" e_homo_ev=-9.2 charge=0 max_force_ev_per_a=3.4
C 7.15249 -2.48652 2.01212 -1.20 -0.91 0.73
C 7.10385 -2.26931 3.59070 1.15 -0.22 0.23
C 7.05693 -0.74380 4.06325 -0.83 -0.46 0.25
C 6.41026 0.27009 3.01280 0.70 1.04 1.27
C 7.59017 1.10591 2.34831 -0.26 -0.38 -0.78
C 7.12253 2.25424 1.34546 0.12 0.65 0.48
C 5.69168 2.87300 1.65240 0.34 0.90 -0.38
C 5.34928 4.07277 0.63254 -0.50 -0.71 -0.41
C 4.79333 3.48846 -0.75984 -0.23 0.26 0.49
C 3.18442 3.44674 -0.76509 0.53 -0.80 -0.53
C 2.59883 2.08928 -1.35735 -0.38 0.23 0.47
C 1.02259 2.00586 -0.99374 1.97 -1.20 -0.61
C 0.62635 0.47027 -1.10301 -0.52 0.52 0.42
C -0.96508 0.19694 -0.92315 2.15 -0.63 0.19
C -1.08337 -0.72461 0.38165 -1.25 0.17 -1.69
O -0.43087 -1.96056 0.05570 0.77 1.70 1.09
C 0.52241 -2.37150 1.06752 -0.07 -1.24 0.30
Si 2.09522 -3.13249 0.20967 1.02 0.10 0.37
C 2.62040 -4.79594 1.04179 0.52 -0.15 -0.54
C 3.57922 -1.92748 0.54371 0.64 0.13 0.08
C 1.93138 -3.26318 -1.68725 0.28 0.13 -0.09
C -2.63793 -1.07462 0.78209 1.93 2.69 0.76
S -3.79442 -0.43384 -0.56578 -0.52 -0.73 -0.30
C -2.92004 -0.26555 2.12890 -0.35 0.09 0.40
C -4.43487 0.15035 2.38449 0.03 -0.69 2.02
O -4.71187 1.54817 2.11213 -0.24 -0.69 0.63
C -4.53441 2.35011 3.28011 0.75 0.87 -0.28
C -5.15395 3.80919 2.99798 0.01 -1.40 0.59
F -6.32778 3.91611 3.77351 1.96 0.39 -1.69
F -5.48132 3.89531 1.65791 0.58 0.94 2.57
F -4.27767 4.82713 3.43456 -1.97 -1.77 -1.36
O -2.67919 -2.50217 0.90658 -2.41 0.84 0.88
C -3.89682 -2.96810 1.43418 0.39 -1.36 0.07
F -3.88901 -3.04480 2.86219 0.03 0.66 -2.25
Br -4.04924 -4.87781 0.83227 0.07 1.08 0.31
H 7.80440 -1.75494 1.45435 -0.69 -0.88 0.70
H 7.47673 -3.56597 1.83961 -0.18 1.49 -0.01
H 6.07408 -2.44342 1.64153 1.61 0.17 0.14
H 6.27279 -2.90538 4.07716 1.09 1.08 -1.02
H 8.08068 -2.70342 4.00222 -1.32 0.50 -0.41
H 8.10014 -0.40622 4.38482 -1.40 -0.33 -0.65
H 6.41943 -0.70071 5.00602 0.86 -0.07 -1.02
H 5.78514 1.00674 3.62704 0.72 -0.95 -0.92
H 5.69820 -0.20992 2.27938 1.03 0.39 0.66
H 8.23167 0.36985 1.76789 -0.58 0.89 0.67
H 8.27514 1.54722 3.14712 -1.13 -0.59 -0.85
H 7.17114 1.92617 0.26475 -0.13 0.17 1.18
H 7.87806 3.10579 1.45121 -0.96 -1.03 -0.30
H 5.66813 3.31033 2.70491 0.06 -0.74 -1.21
H 4.88476 2.08538 1.56302 0.81 0.83 0.17
H 6.24797 4.73169 0.42673 -0.96 -0.78 0.51
H 4.50721 4.69384 1.06950 1.17 -0.48 -0.39
H 5.12489 4.14267 -1.62927 -0.21 -0.98 1.05
H 5.23241 2.43699 -0.86236 -0.69 1.38 -0.19
H 2.78790 4.29574 -1.41972 0.44 -0.94 1.18
H 2.80012 3.54206 0.30728 0.47 0.04 -1.45
H 3.13691 1.18426 -0.90533 -0.68 1.26 -0.38
H 2.76696 1.99317 -2.48423 -0.30 0.30 1.43
H 0.49586 2.68681 -1.72388 0.15 -0.77 1.06
H 0.95096 2.32677 0.08879 -0.36 -0.10 -1.28
H 0.97989 0.03977 -2.08688 -0.36 0.53 1.00
H 1.21642 -0.06681 -0.28241 -0.79 0.64 -1.15
H -1.46043 1.20490 -0.81692 0.28 -1.24 -0.13
H -1.26368 -0.35516 -1.87554 -0.12 1.00 1.95
H -0.60440 -0.13899 1.22207 -0.35 -1.04 -0.66
H 0.91830 -1.53407 1.71917 -0.76 -0.66 -0.68
H -0.00710 -3.14709 1.72004 0.78 1.02 -0.52
H 2.75352 -4.69006 2.15934 -0.40 -0.26 -1.17
H 1.92341 -5.63386 0.74158 0.69 0.82 0.66
H 3.65106 -5.06804 0.62565 -1.29 0.35 0.50
H 3.28658 -0.84090 0.41494 0.35 -1.14 0.17
H 4.44286 -2.13708 -0.17598 -1.16 0.26 0.82
H 4.01615 -2.06857 1.58706 -0.72 0.25 -1.18
H 0.86074 -3.49173 -1.96369 1.34 0.15 -0.02
H 2.66830 -4.05176 -2.05859 -1.16 0.89 0.36
H 2.27053 -2.26692 -2.12962 -0.66 -1.24 0.46
H -3.70218 0.94414 -0.59989 0.35 -1.06 0.71
H -2.31841 0.70832 2.14564 -0.78 -1.29 -0.40
H -2.52371 -0.86132 3.02171 -0.57 0.61 -1.29
H -4.61665 0.01816 3.50939 0.21 -0.06 -1.42
H -5.19732 -0.53585 1.89210 1.07 1.31 0.25
H -5.07379 1.97263 4.20188 0.64 0.19 -1.09
H -3.40665 2.42544 3.45794 -1.51 0.26 0.18
H -4.82110 -2.46178 1.03949 1.10 -0.27 0.77
O -6.98158 10.01369 5.00953 0.15 -0.34 0.03
C -6.95929 9.43001 3.94101 -0.27 0.67 -0.18
C -7.40758 10.05444 2.69366 0.06 0.02 0.39
C -7.38180 9.37265 1.54668 -0.44 0.95 -0.62
O -7.79048 9.93409 0.38251 0.41 -0.87 0.61
C -6.90360 7.96132 1.49055 0.30 -0.74 0.19
O -6.91363 7.36713 0.42779 -0.12 0.38 -0.05
C -6.43194 7.34435 2.73308 -0.10 0.11 -0.35
C -6.45492 8.02780 3.87966 0.46 -0.93 0.61
O -6.02093 7.47597 5.03930 -0.44 0.86 -0.60
H -7.75430 11.07740 2.74806 0.00 -0.03 -0.01
H -7.67566 9.24004 -0.29387 -0.04 0.07 -0.01
H -6.06591 6.33195 2.68173 -0.04 0.02 -0.04
H -6.14211 8.16784 5.71645 0.02 -0.07 0.01
O -1.87727 -0.34403 -3.72508 0.05 -0.35 -0.45
C -1.84074 -0.93853 -4.78819 -0.30 0.64 -0.28
C -2.27850 -0.32795 -6.04553 0.04 0.00 0.43
C -2.23743 -1.02016 -7.18677 -0.32 1.00 -0.67
O -2.63627 -0.47085 -8.36044 0.64 -0.92 1.17
C -1.75201 -2.42989 -7.22469 0.32 -0.74 0.21
O -1.74711 -3.03391 -8.28170 -0.14 0.37 -0.04
C -1.29196 -3.03273 -5.97138 -0.07 0.01 -0.40
C -1.32968 -2.33980 -4.83070 0.47 -0.94 0.73
O -0.90601 -2.88223 -3.66269 -0.51 0.95 -0.73
H -2.63025 0.69413 -6.00408 0.01 -0.02 -0.01
H -2.51250 -1.16891 -9.03172 -0.16 0.17 -0.14
H -0.92610 -4.04960 -6.01544 -0.02 0.03 0.01
H -1.03561 -2.18836 -2.98790 0.04 -0.18 0.13
O -9.35007 -2.37887 -10.84769 0.21 0.00 -0.34
C -8.20826 -1.99472 -10.67307 -0.30 0.02 0.74
C -7.69913 -1.61180 -9.35327 -0.29 -0.13 -0.24
C -6.44426 -1.17997 -9.20994 -0.15 0.17 1.27
O -5.95245 -0.82309 -7.99756 0.15 -0.16 -1.18
C -5.52230 -1.06836 -10.37473 0.22 -0.07 -0.81
O -4.39164 -0.65234 -10.20053 -0.39 -0.10 -0.04
C -6.02204 -1.47328 -11.69066 0.29 0.14 0.24
C -7.27589 -1.90851 -11.83463 0.14 -0.18 -1.21
O -7.75634 -2.28996 -13.04280 -0.11 0.19 1.15
H -8.37885 -1.69528 -8.51625 0.02 0.01 -0.02
H -5.02856 -0.54731 -8.16228 -0.01 0.04 0.09
H -5.33673 -1.40391 -12.52457 -0.03 0.00 0.02
H -8.68033 -2.55915 -12.88106 0.03 0.00 -0.08
O 5.71720 -6.88980 9.50029 -0.11 -0.24 -0.28
C 5.42600 -6.30368 8.47390 0.24 0.58 0.47
C 5.54816 -4.85004 8.33539 0.03 -0.33 0.20
C 5.20181 -4.24564 7.19679 0.31 1.11 0.44
O 5.31052 -2.90230 7.04956 -0.29 -1.06 -0.39
C 4.67881 -5.01830 6.03345 -0.22 -0.61 -0.44
O 4.35614 -4.42825 5.01786 0.11 0.26 0.22
C 4.57912 -6.47389 6.16311 -0.05 0.35 -0.22
C 4.92871 -7.07889 7.30057 -0.27 -1.12 -0.44
O 4.84576 -8.42430 7.43869 0.24 1.07 0.40
H 5.92656 -4.30108 9.18689 -0.02 -0.01 -0.02
H 4.99845 -2.71420 6.14405 0.04 0.07 0.05
H 4.21509 -7.02435 5.30612 0.00 0.01 0.03
H 5.15216 -8.61109 8.34620 -0.03 -0.06 -0.05